Record 1
The following is a DFT calculation (ωB97M-V/def2-TZVPD) of a 2-piece molecular cluster, C10H16 overall.

Results
SMILES string = CCc1ccccc1.CC
ΔE to the lowest compared entry with this formula, charge and spin = 71.0 kcal per mole
E_HOMO = -0.3278 Eh
LUMO energy = 0.84 eV
spin multiplicity = 1
Kohn-Sham gap = 9.76 eV

The geometry in XYZ format:
```
26
C10H16 (ωB97M-V/def2-TZVPD)
C 0.80 0.97 -0.84
C 2.51 -0.79 1.43
C -3.27 -0.26 0.15
C -1.36 -0.08 -1.39
C -1.07 0.63 0.96
C 0.89 2.00 -1.99
C 1.53 -2.05 1.37
C -2.45 0.16 1.17
C -0.56 0.58 -0.34
C -2.71 -0.40 -1.14
H 0.42 -1.71 1.28
H 2.87 -0.61 0.43
H -3.32 -0.61 -1.97
H -0.83 -0.15 -2.43
H 1.07 1.42 -2.95
H 2.09 0.18 1.70
H 3.35 -0.93 2.08
H -4.33 -0.54 0.51
H 1.23 -0.11 -1.22
H 1.76 2.61 -1.76
H -2.87 -0.17 2.29
H -0.57 1.25 1.77
H 0.02 2.54 -2.18
H 1.92 -2.46 0.53
H 1.45 -2.60 2.45
H 1.46 1.14 0.11
```



Record 2
The following is a DFT calculation (ωB97M-V/def2-TZVPD) of a 2-piece molecular cluster, C3H11N2O overall.

Results
ΔE to the lowest compared entry with this formula, charge and spin = 38.8 kcal per mole
E_HOMO = -0.5215 Eh
LUMO energy = -4.65 eV
spin multiplicity = 1
Kohn-Sham gap = 9.54 eV
total charge = +1

The geometry in XYZ format:
```
17
C3H11N2O (ωB97M-V/def2-TZVPD)
O 2.50 2.66 1.62
N 1.03 -0.03 1.60
N -0.64 -0.48 0.04
C -2.13 -1.32 -1.70
C 0.45 0.22 0.48
C -0.70 -1.21 -1.23
H -2.22 -1.61 -2.73
H 0.58 -0.60 2.31
H 0.83 1.09 -0.05
H -2.69 -0.41 -1.49
H -0.08 -0.78 -2.03
H -2.64 -2.09 -1.14
H 3.45 2.76 1.81
H 2.21 3.54 1.35
H 1.82 0.55 1.87
H -0.25 -2.19 -1.07
H -1.51 -0.09 0.37
```



Record 3
The following is a DFT calculation (ωB97M-V/def2-TZVPD) of C15H18F3N3S as an isolated structure.

Results
ΔE to the lowest compared entry with this formula, charge and spin = 342.2 kcal per mole
E_HOMO = -0.2955 Eh
LUMO energy = 0.60 eV
spin multiplicity = 1
Kohn-Sham gap = 8.64 eV

The geometry in XYZ format:
```
40
C15H18F3N3S (ωB97M-V/def2-TZVPD)
S 0.83 -2.70 -1.49
F -0.46 2.14 3.40
F -1.22 0.79 4.56
F -2.45 2.28 3.69
N 2.28 -0.65 -0.63
N 0.79 -0.22 -2.47
N -1.25 1.03 -1.35
C 1.77 -0.25 2.16
C 1.05 1.31 -2.56
C 1.14 -1.18 -1.52
C -1.53 0.09 -2.49
C -2.01 -0.72 2.42
C -1.31 0.99 1.00
C 3.04 -1.47 0.49
C 2.66 -1.07 1.86
C -1.86 0.57 2.20
C -0.03 1.74 -1.51
C -2.30 -1.57 1.20
C -1.30 0.32 -0.09
C -1.86 -0.82 -0.12
C -0.57 -0.56 -3.13
C -1.41 1.51 3.47
H 0.34 1.91 -0.53
H 2.94 -2.54 0.25
H -0.25 2.73 -1.84
H 1.26 0.11 1.39
H -2.14 -1.41 -0.97
H -2.54 -2.41 1.19
H 4.03 -1.49 0.18
H 3.54 -1.39 2.43
H -2.50 -0.05 -2.51
H -0.58 -1.74 -2.65
H -0.91 2.30 0.95
H 2.46 0.35 -0.65
H -1.66 1.17 -3.27
H 1.99 1.30 -2.12
H -0.21 -0.51 -4.22
H 0.90 1.47 -3.40
H -2.29 -1.22 3.48
H 1.61 -0.16 3.18
```